[1]
The following is a quantum chemistry calculation of the molecule C4H7N3, from the OMol25 dataset.

Element x y z (Å)
C (2.5498, 0.2286, 0.0645)
N (1.2999, -0.5626, 0.2387)
C (0.1066, 0.1985, -0.1225)
C (-1.0415, -0.4780, 0.0548)
C (-2.5649, 0.1649, -0.1522)
N (-1.8162, -1.4015, 0.3414)
N (1.2819, -1.7100, 0.6352)
H (3.3586, -0.3950, 0.4422)
H (2.4760, 1.1633, 0.6283)
H (2.6930, 0.4543, -0.9963)
H (0.1764, 1.2126, -0.4872)
H (-3.4674, -0.4437, -0.1753)
H (-2.6340, 0.9142, 0.6338)
H (-2.4156, 0.5766, -1.1530)

Force components x, y, z for each atom (eV/Å):
C 0.173 0.045 -0.001
N -0.066 -0.453 0.157
C -0.035 -0.003 -0.001
C -0.204 -0.456 0.152
C -0.369 0.308 -0.066
N 0.498 0.452 -0.151
N 0.030 0.517 -0.170
H -0.107 0.112 -0.076
H -0.004 -0.134 -0.062
H -0.038 -0.036 0.135
H -0.030 -0.178 0.072
H 0.093 0.059 -0.006
H 0.050 -0.127 -0.075
H 0.011 -0.105 0.091

Calculated values
Spin multiplicity = 1
LUMO energy = 0.013 Eh
Highest occupied orbital energy = -7.56 eV
Calculated total energy = -8725.3807 eV
Energy relative to the best compared isomer or geometry (same formula, charge and spin) = 607.7 kJ/mol

[2]
The following is a quantum chemistry calculation of a cluster of 2 separate species, C4H14N2O in total at a distorted geometry, from the OMol25 dataset.

Element x y z (Å)
C (0.7305, 0.9140, -1.5422)
C (-0.2143, -0.2112, -1.0885)
C (-1.2296, 0.4411, -0.0457)
N (-0.9288, -0.0025, 1.3846)
C (-0.4001, 0.7468, 2.5077)
N (0.3553, 0.1491, 3.5511)
H (0.1143, 1.8209, -1.6740)
H (1.4652, 1.0490, -0.8683)
H (1.4326, 0.8062, -2.4035)
H (0.4176, -0.8906, -0.6403)
H (-0.8159, -0.5224, -1.9481)
H (-1.4304, 1.5952, -0.2104)
H (-2.3209, -0.0004, -0.2338)
H (-1.4079, -0.8052, 1.6957)
H (-1.2765, 1.2514, 3.0715)
H (0.2913, 1.4238, 1.9692)
H (1.0729, -0.4591, 3.0731)
H (-0.3500, -0.2235, 4.2425)
H (1.4011, -2.8916, -4.2024)
H (1.4038, -2.1856, -2.8390)
O (1.6902, -2.0055, -3.7993)

Force components x, y, z for each atom (eV/Å):
C -1.577 0.216 -2.783
C -1.579 3.777 -0.990
C -2.018 -1.028 1.022
N 0.671 0.001 -1.026
C -1.236 2.913 -1.083
N -0.338 -1.452 -0.212
H 0.715 -0.155 -0.108
H 2.036 0.967 3.242
H -1.298 -0.558 -0.229
H 0.532 -2.210 1.009
H 0.335 -0.573 0.209
H 0.965 -2.215 0.660
H 2.271 0.792 0.192
H -0.943 -0.847 -0.162
H 1.372 0.014 -0.952
H -0.608 0.637 0.655
H -1.224 0.132 1.600
H 1.943 -0.433 -1.056
H 0.732 1.988 0.537
H 0.719 0.739 -2.010
O -1.469 -2.707 1.482

Calculated values
SMILES string = CCCNCN.O
Spin multiplicity = 1
LUMO energy = 0.028 Eh
Highest occupied orbital energy = -8.25 eV
Calculated total energy = -9400.3411 eV
Energy relative to the best compared isomer or geometry (same formula, charge and spin) = 315.1 kJ/mol

[3]
The following is a quantum chemistry calculation of a cluster of 3 separate species, C11H19FN5O4 in total at a distorted geometry, from the OMol25 dataset.

Element x y z (Å)
O (-2.6695, 1.8779, 3.3301)
C (-1.9144, 1.1711, 3.9098)
F (-2.3297, 0.0957, 4.6572)
N (-0.4548, 1.3335, 3.8762)
C (0.0456, 0.7786, 2.6048)
O (0.3402, -0.3658, 2.4433)
C (0.1285, 1.8144, 1.4097)
C (-0.7541, 1.9078, 0.2719)
N (-0.1921, 3.0232, -0.3987)
C (0.8851, 3.5379, 0.2700)
N (1.1425, 2.8047, 1.4143)
H (-0.3366, 2.3575, 3.8275)
H (-1.6359, 1.2744, 0.0356)
H (-0.5912, 3.3965, -1.2666)
H (1.4892, 4.4256, -0.0337)
H (1.8866, 2.9517, 2.1037)
C (-2.2068, -5.3596, 0.6098)
C (-1.8004, -4.0439, -0.0001)
O (-1.3794, -3.9589, -1.1422)
N (-1.9145, -2.9222, 0.7670)
C (-2.3866, -2.8081, 2.1324)
H (-2.0592, -6.1535, -0.1199)
H (-1.5916, -5.5760, 1.4852)
H (-3.2624, -5.3370, 0.8872)
H (-1.6235, -2.0832, 0.2896)
H (-3.2480, -2.1360, 2.1442)
H (-1.5866, -2.3741, 2.7366)
H (-2.6733, -3.7690, 2.5503)
C (1.9853, 1.0248, -4.8178)
C (1.4647, 1.2702, -3.4283)
O (0.2679, 1.4078, -3.1976)
N (2.3690, 1.3363, -2.4130)
C (3.8123, 1.1996, -2.4837)
H (1.1495, 0.9978, -5.5145)
H (2.6582, 1.8308, -5.1163)
H (2.5033, 0.0653, -4.8623)
H (1.9477, 1.5010, -1.5122)
H (4.1118, 0.3628, -1.8505)
H (4.2663, 2.1155, -2.1002)
H (4.1568, 1.0249, -3.4988)

Force components x, y, z for each atom (eV/Å):
O 0.373 -0.525 0.624
C -0.374 -0.929 0.442
F 1.088 1.725 -1.265
N -0.600 0.038 -1.069
C -0.032 0.329 -0.422
O -0.449 0.811 0.180
C -1.088 -1.132 0.209
C 3.724 1.108 2.945
N 0.463 -0.264 1.329
C -0.084 -0.247 0.144
N -3.100 -0.150 -3.130
H -0.176 -0.568 0.091
H 0.938 0.924 -0.168
H 0.538 -0.135 0.255
H -0.796 -1.025 0.126
H -0.433 -0.064 -0.528
C -0.012 -0.088 -0.005
C 0.178 0.064 -0.480
O -0.034 -0.001 0.143
N -0.072 -0.309 0.045
C 0.199 0.493 -0.311
H 0.029 0.177 -0.016
H -0.159 -0.015 0.069
H 0.073 -0.050 0.150
H 0.004 -0.101 0.011
H -0.084 -0.108 0.278
H -0.139 -0.102 0.254
H 0.037 0.044 -0.107
C -0.096 -0.021 -0.079
C -0.270 -0.032 0.060
O 0.049 0.248 0.281
N -0.168 0.111 -0.424
C -0.157 0.044 0.523
H 0.006 0.015 0.170
H 0.101 -0.138 -0.018
H 0.110 0.107 -0.054
H 0.076 -0.179 -0.042
H 0.223 0.010 -0.140
H 0.236 -0.086 -0.130
H -0.122 0.022 0.059

Calculated values
Spin multiplicity = 1
LUMO energy = -0.150 Eh
Highest occupied orbital energy = -11.35 eV
Net charge = +1
Calculated total energy = -30066.1840 eV

[4]
The following is a quantum chemistry calculation of a structure of composition C35H31BeN8O9S, from the OMol25 dataset.

Element x y z (Å)
Be (0.2163, 0.8930, -1.5319)
C (2.8654, 0.0438, -4.2646)
C (3.2560, -0.5268, -2.9246)
C (4.0442, -1.6713, -2.8479)
C (4.5047, -2.1420, -1.6277)
C (4.2104, -1.4412, -0.4684)
C (3.4185, -0.2983, -0.5070)
C (3.1370, 0.4906, 0.7448)
C (2.8996, 0.1304, -1.7381)
N (1.9435, 1.1717, -1.7532)
C (2.3144, 2.4561, -1.7293)
O (3.4380, 2.9536, -1.7925)
C (1.0761, 3.3196, -1.6029)
C (1.0791, 4.6952, -1.5562)
C (-0.1438, 5.3442, -1.3999)
C (-1.3093, 4.6015, -1.2918)
C (-1.2214, 3.2212, -1.3291)
N (-0.0530, 2.6151, -1.4977)
C (-2.4179, 2.3125, -1.1943)
O (-3.5580, 2.8148, -1.1953)
N (-2.0034, 1.0704, -1.0616)
C (-2.8630, -0.0207, -0.9960)
C (-3.5433, -0.4684, -2.1450)
C (-3.4803, 0.3453, -3.4073)
C (-4.2491, -1.6648, -2.0989)
C (-4.3082, -2.4202, -0.9361)
C (-3.6753, -1.9540, 0.2061)
C (-2.9618, -0.7603, 0.1989)
C (-2.3689, -0.2160, 1.4732)
H (3.3628, -0.4988, -5.0693)
H (3.1566, 1.0948, -4.3182)
H (1.7919, 0.0097, -4.4427)
H (4.3083, -2.1929, -3.7615)
H (5.1153, -3.0358, -1.5842)
H (4.5975, -1.7865, 0.4844)
H (3.3361, -0.1129, 1.6346)
H (2.1020, 0.8342, 0.7630)
H (3.7748, 1.3781, 0.7751)
H (2.0207, 5.2193, -1.6394)
H (-0.1811, 6.4255, -1.3441)
H (-2.2844, 5.0438, -1.1485)
H (-2.4475, 0.4447, -3.7557)
H (-3.8560, 1.3544, -3.2245)
H (-4.0727, -0.1194, -4.1966)
H (-4.7586, -2.0110, -2.9932)
H (-4.8594, -3.3536, -0.9178)
H (-3.7432, -2.5246, 1.1279)
H (-2.0634, -1.0227, 2.1459)
H (-3.1106, 0.3965, 1.9957)
H (-1.5176, 0.4299, 1.2696)
C (2.0070, 0.0781, 5.3135)
C (0.8121, 0.9068, 4.9755)
C (-0.2732, 1.0775, 5.7785)
C (-1.3618, 1.8184, 5.2527)
N (-1.3408, 2.3954, 4.0763)
C (-0.2270, 2.2977, 3.2940)
S (-0.0645, 2.9752, 1.7944)
N (0.8092, 1.5135, 3.7757)
C (-2.6352, 1.9321, 6.0360)
H (1.9627, -0.2560, 6.3473)
H (2.9238, 0.6501, 5.1604)
H (2.0400, -0.7951, 4.6567)
H (-0.3160, 0.6305, 6.7608)
H (1.5418, 1.3185, 3.1068)
H (-2.4531, 1.8614, 7.1086)
H (-3.3031, 1.1169, 5.7476)
H (-3.1305, 2.8699, 5.7966)
O (0.0912, -6.4756, -0.5204)
N (-0.1443, -5.7057, -1.4344)
O (-0.4661, -6.0503, -2.5565)
C (-0.0328, -4.2814, -1.1649)
C (0.3982, -3.8493, 0.0781)
C (0.4904, -2.5108, 0.3505)
C (0.1703, -1.4877, -0.6173)
O (0.2229, -0.2604, -0.3611)
C (-0.1996, -2.0278, -1.9063)
C (-0.3216, -3.3752, -2.1584)
N (-0.4213, -1.1575, -3.0306)
O (-0.7643, -1.6183, -4.0867)
O (-0.2258, 0.0644, -2.9230)
N (0.9629, -2.1662, 1.6843)
O (1.5679, -3.0238, 2.3131)
O (0.7341, -1.0572, 2.1162)
H (0.6574, -4.5619, 0.8457)
H (-0.6291, -3.7142, -3.1357)

Force components x, y, z for each atom (eV/Å):
Be -0.011 0.204 0.626
C -0.017 0.010 0.107
C 0.012 0.085 0.028
C 0.010 -0.012 0.023
C 0.015 0.008 -0.024
C -0.028 -0.013 -0.005
C -0.066 -0.021 0.027
C 0.032 0.022 -0.062
C 0.073 0.006 0.056
N -0.105 0.107 -0.141
C 0.075 -0.137 -0.118
O -0.100 -0.032 0.048
C 0.061 0.006 0.019
C -0.043 0.099 -0.028
C -0.004 -0.109 0.024
C 0.101 0.160 0.057
C -0.084 0.063 -0.196
N 0.266 0.137 -0.048
C -0.465 -0.140 0.232
O 0.312 -0.151 -0.085
N 0.060 0.107 -0.219
C -0.206 -0.117 0.062
C 0.082 -0.010 -0.021
C 0.032 0.018 0.034
C -0.006 -0.037 -0.020
C -0.014 -0.008 -0.054
C 0.044 -0.040 0.004
C 0.008 0.121 0.055
C -0.055 -0.001 -0.028
H -0.003 0.006 0.016
H 0.010 -0.020 -0.009
H -0.101 -0.014 0.021
H 0.006 0.024 -0.003
H -0.021 -0.004 0.002
H -0.016 0.012 0.003
H 0.010 0.009 -0.026
H 0.034 -0.023 0.059
H -0.006 0.011 -0.010
H -0.007 -0.006 0.026
H 0.001 -0.007 -0.026
H -0.002 0.000 -0.021
H -0.129 0.042 -0.031
H -0.007 -0.021 -0.009
H 0.022 -0.002 -0.002
H 0.015 0.026 0.017
H 0.026 0.016 0.001
H 0.020 0.037 -0.002
H -0.019 0.031 -0.030
H 0.009 -0.009 -0.007
H 0.022 -0.066 0.008
C -0.006 -0.034 -0.075
C 0.080 -0.086 0.071
C -0.073 -0.006 0.072
C 0.060 0.055 -0.156
N 0.035 0.133 0.166
C -0.093 -0.231 -0.232
S -0.010 0.145 0.127
N -0.065 -0.086 -0.034
C 0.014 0.001 0.007
H -0.005 0.000 -0.011
H -0.006 -0.014 0.014
H -0.006 0.018 0.001
H 0.005 -0.016 -0.032
H 0.086 0.060 -0.030
H -0.014 0.002 -0.016
H 0.011 0.005 0.010
H -0.008 -0.006 0.000
O 0.012 -0.003 0.005
N -0.027 0.009 0.022
O -0.004 0.008 -0.004
C 0.018 0.020 0.005
C -0.007 -0.043 0.186
C -0.090 -0.070 -0.173
C -0.068 0.221 0.030
O 0.280 -0.426 -0.133
C 0.128 -0.027 0.201
C -0.064 -0.014 -0.196
N -0.058 0.084 0.153
O -0.062 -0.191 -0.224
O 0.013 -0.006 -0.232
N 0.109 0.054 0.120
O -0.007 -0.003 -0.041
O -0.036 0.103 0.084
H 0.014 -0.025 -0.014
H 0.002 0.000 -0.002

Calculated values
Spin multiplicity = 1
LUMO energy = 0.032 Eh
Highest occupied orbital energy = -5.12 eV
Net charge = -1
Calculated total energy = -78384.2588 eV
Energy relative to the best compared isomer or geometry (same formula, charge and spin) = 0.0 kJ/mol

[5]
The following is a quantum chemistry calculation of the molecule C3H7N at a distorted geometry, from the OMol25 dataset.

Element x y z (Å)
C (-0.9698, 0.2406, -1.1645)
C (-0.3079, 0.9372, 0.0393)
C (0.8326, -1.2537, 0.6722)
N (0.6851, 0.0658, 0.7048)
H (-1.0780, 1.0676, -1.9295)
H (-0.2596, -0.4612, -1.5122)
H (-1.9143, -0.1880, -0.7530)
H (-1.0817, 1.1951, 0.8402)
H (0.1620, 1.7707, -0.3019)
H (0.2403, -2.0211, 0.3294)
H (1.8070, -1.3686, 1.1115)

Force components x, y, z for each atom (eV/Å):
C -1.068 2.240 0.975
C -2.172 -4.065 1.906
C 1.340 6.648 1.219
N 0.344 -2.010 -0.512
H -0.588 -1.318 0.546
H 0.315 -1.004 -0.658
H 0.585 0.033 -1.224
H 1.026 -0.005 -1.082
H 1.631 2.509 -0.386
H -1.537 -1.546 -1.126
H 0.123 -1.481 0.344

Calculated values
SMILES string = C=NCC
Spin multiplicity = 1
LUMO energy = 0.041 Eh
Highest occupied orbital energy = -8.99 eV
Calculated total energy = -4712.5232 eV
Energy relative to the best compared isomer or geometry (same formula, charge and spin) = 157.7 kJ/mol

[6]
The following is a quantum chemistry calculation of a structure of composition C6H19ClFN7O17PS2 at a distorted geometry, from the OMol25 dataset.

Element x y z (Å)
O (0.5234, -1.4073, 1.2885)
S (0.8047, -2.5131, 0.4079)
O (0.5538, -3.8124, 0.9502)
F (-0.2081, -2.3565, -0.7850)
N (2.1521, -2.3962, -0.4172)
S (3.3816, -1.8283, 0.4565)
O (3.5645, -2.5050, 1.7336)
O (4.5583, -1.9275, -0.3807)
P (3.2673, 0.3021, 0.9868)
O (2.6240, 0.2326, 2.4679)
Cl (1.8023, 1.0588, -0.2507)
H (2.3424, -0.6756, 2.6758)
C (6.9144, 3.1601, -1.4675)
N (5.9203, 2.5219, -0.5592)
O (6.3235, 2.1051, 0.5029)
O (4.7779, 2.4759, -0.9642)
H (7.8842, 3.1344, -0.9853)
H (6.9183, 2.5928, -2.3929)
H (6.5857, 4.1799, -1.6419)
C (-2.1630, 0.4223, 1.4516)
N (-1.7715, 1.8563, 1.4850)
O (-2.3751, 2.6104, 2.2352)
O (-0.8746, 2.1773, 0.7466)
H (-2.9857, 0.2853, 2.1425)
H (-2.4536, 0.1923, 0.4398)
H (-1.2942, -0.1664, 1.7417)
C (4.4520, -5.6311, 1.1190)
N (4.4321, -7.0481, 0.6590)
O (3.3842, -7.5140, 0.2683)
O (5.4849, -7.6586, 0.7065)
H (3.4567, -5.2115, 1.0279)
H (4.7760, -5.6352, 2.1547)
H (5.1577, -5.0916, 0.4952)
C (-5.3336, 1.1328, -1.8573)
N (-5.2346, -0.1627, -1.1386)
O (-5.9168, -1.0884, -1.5202)
O (-4.4662, -0.2015, -0.1973)
H (-6.0629, 1.0261, -2.6512)
H (-5.6378, 1.8741, -1.1296)
H (-4.3463, 1.3570, -2.2549)
C (-6.4138, 2.5014, 2.7985)
N (-7.2698, 2.6391, 1.5873)
O (-8.4035, 3.0411, 1.7226)
O (-6.7534, 2.3334, 0.5320)
H (-6.9934, 2.8059, 3.6614)
H (-6.1158, 1.4597, 2.8660)
H (-5.5442, 3.1368, 2.6566)
C (-0.0371, 2.0403, -3.7090)
N (-1.0557, 1.3659, -2.8594)
O (-0.6893, 0.9304, -1.8002)
O (-2.1940, 1.3095, -3.3035)
H (0.9117, 2.0117, -3.1848)
H (0.0123, 1.4979, -4.6481)
H (-0.3723, 3.0605, -3.8689)

Force components x, y, z for each atom (eV/Å):
O 0.124 0.078 -0.088
S 0.139 -0.470 0.290
O -0.050 0.014 -0.325
F -0.115 0.010 -0.048
N -0.139 0.416 0.805
S 0.644 -1.241 -0.739
O -0.676 0.287 0.473
O -0.179 0.547 -0.354
P 0.827 0.842 0.069
O -0.079 -0.445 -0.127
Cl 0.082 -0.405 0.144
H -0.311 0.075 0.055
C 0.163 -0.027 0.011
N 0.022 0.027 -0.142
O -0.025 0.048 0.079
O 0.084 0.077 0.048
H -0.013 -0.024 0.034
H -0.067 0.034 -0.028
H -0.059 -0.023 -0.056
C 0.113 -0.036 0.503
N -0.156 -0.375 -0.007
O 0.006 0.044 -0.024
O 0.025 0.473 0.031
H -0.055 0.022 -0.035
H 0.123 -0.021 -0.150
H 0.052 0.086 -0.128
C -0.266 0.142 -0.015
N 0.022 0.065 0.012
O -0.007 -0.030 -0.005
O 0.042 -0.021 0.009
H -0.027 -0.045 -0.043
H 0.099 0.009 -0.026
H 0.051 -0.003 0.040
C 0.065 0.055 -0.271
N 0.030 0.123 0.006
O -0.034 -0.061 0.009
O -0.282 -0.098 -0.082
H -0.023 -0.056 0.017
H 0.109 -0.027 -0.075
H 0.032 -0.053 0.063
C -0.071 0.066 0.156
N 0.189 -0.026 0.165
O -0.043 0.010 -0.025
O -0.236 0.080 0.038
H -0.046 0.008 -0.026
H 0.080 0.009 -0.075
H 0.066 -0.096 -0.060
C 0.156 0.010 0.015
N 0.111 0.047 -0.027
O -0.347 -0.137 -0.055
O -0.001 0.037 0.004
H -0.024 -0.035 0.046
H -0.065 0.032 -0.030
H -0.056 -0.021 -0.055

Calculated values
Spin multiplicity = 1
LUMO energy = 0.058 Eh
Highest occupied orbital energy = -5.87 eV
Net charge = -1
Calculated total energy = -97953.9861 eV

| no. | Kohn-Sham gap (eV) |
| --- | --- |
| 1 | 7.90 |
| 2 | 9.02 |
| 3 | 7.26 |
| 4 | 5.99 |
| 5 | 10.11 |
| 6 | 7.45 |